No. 1
ORCA calculation (the ωB97M-V functional and the def2-TZVPD basis) on C24H40ILaN5O3S as an isolated structure at a distorted geometry.

Charge: +3
HOMO-LUMO gap in eV: 7.2
E in eV: -58904.1953

Positions of all 75 atoms, in Å:
1 La -1.04 0.14 1.49
2 I -3.00 0.18 7.49
3 C -2.34 1.35 5.90
4 C -2.19 2.74 5.97
5 C -1.82 3.50 4.88
6 C -1.49 2.87 3.70
7 N -1.56 1.54 3.61
8 C -2.00 0.80 4.69
9 H -2.46 3.22 6.89
10 H -1.79 4.58 5.02
11 H -1.14 3.44 2.80
12 H -2.08 -0.28 4.54
13 C -5.75 -3.58 -0.59
14 C -4.53 -3.26 0.29
15 S -3.89 -1.69 -0.26
16 O -2.84 -1.21 0.80
17 C -2.94 -2.25 -1.68
18 C -1.57 -2.66 -1.30
19 H -6.08 -4.61 -0.48
20 H -5.46 -3.44 -1.63
21 H -6.59 -2.92 -0.37
22 H -3.78 -4.03 0.19
23 H -4.82 -3.09 1.33
24 H -2.92 -1.42 -2.38
25 H -3.51 -3.04 -2.13
26 H -1.04 -1.82 -0.85
27 H -1.00 -2.98 -2.18
28 H -1.55 -3.47 -0.54
29 C 4.39 -2.14 2.05
30 N 3.22 -1.66 1.34
31 C 3.51 -1.30 -0.04
32 C 2.02 -1.62 1.90
33 O 1.03 -0.88 1.47
34 N 1.83 -2.37 2.98
35 C 2.27 -3.79 3.04
36 C 0.84 -1.94 3.92
37 H 5.17 -1.41 1.85
38 H 4.68 -3.14 1.73
39 H 4.18 -2.12 3.11
40 H 3.99 -2.16 -0.52
41 H 4.18 -0.44 -0.03
42 H 2.61 -1.04 -0.58
43 H 2.61 -4.11 2.05
44 H 1.42 -4.40 3.38
45 H 3.10 -3.94 3.73
46 H 1.05 -0.89 4.22
47 H 0.83 -2.56 4.82
48 H -0.20 -1.98 3.51
49 C 4.34 3.75 -3.52
50 C 3.10 3.51 -4.37
51 N 2.05 2.77 -3.64
52 C 2.13 1.31 -3.72
53 C 1.48 0.76 -4.99
54 C 0.97 3.46 -3.24
55 O 0.80 4.65 -3.38
56 C -0.17 2.72 -2.53
57 C -1.45 2.92 -3.08
58 C -2.57 2.39 -2.46
59 C -2.40 1.74 -1.26
60 N -1.17 1.56 -0.70
61 C -0.09 2.00 -1.34
62 H 5.10 4.25 -4.13
63 H 4.74 2.81 -3.16
64 H 4.13 4.41 -2.66
65 H 3.39 2.95 -5.26
66 H 2.69 4.46 -4.73
67 H 1.69 0.85 -2.82
68 H 3.20 1.05 -3.65
69 H 0.43 1.05 -5.01
70 H 1.57 -0.34 -5.02
71 H 1.98 1.18 -5.87
72 H -1.53 3.48 -4.02
73 H -3.54 2.48 -2.89
74 H -3.26 1.31 -0.75
75 H 0.88 1.83 -0.93

Mulliken population analysis, charges in e, atoms 1 to 6:
1 La 1.668
2 I 0.251
3 C -0.710
4 C 0.019
5 C -0.814
6 C 0.013

No. 2
ORCA calculation (the ωB97M-V functional and the def2-TZVPD basis) on C24H40N3O11 as an isolated structure at a distorted geometry.

Charge: +1
HOMO-LUMO gap in eV: 7.2
Relative energy (zero: lowest compared OMol25 entry of this formula, charge and spin) in kcal per mole: 56.4
E in eV: -52502.2107

Positions of all 78 atoms, in Å:
1 C -0.36 -4.18 0.58
2 C 1.09 -4.44 0.27
3 O 1.84 -5.01 1.05
4 N 1.64 -3.88 -1.15
5 H 1.11 -4.29 -2.01
6 H 1.50 -3.09 -1.08
7 C 3.03 -4.17 -1.31
8 H -0.42 -3.34 1.11
9 H -0.53 -5.24 1.01
10 H -1.03 -4.14 -0.43
11 H 3.49 -3.99 -2.21
12 H 3.08 -5.28 -1.31
13 H 3.79 -3.62 -0.35
14 C -0.66 -0.60 -4.65
15 C -2.03 -0.37 -3.94
16 O -2.99 -0.10 -4.70
17 N -2.13 -0.77 -2.61
18 H -2.08 -1.77 -2.75
19 H -1.27 -0.53 -1.95
20 C -3.51 -0.57 -1.94
21 H 0.11 -0.64 -3.94
22 H -0.23 0.42 -5.16
23 H -0.65 -1.15 -5.51
24 H -3.93 0.58 -1.97
25 H -3.49 -0.89 -0.96
26 H -4.16 -1.36 -2.46
27 N -0.13 -0.39 -0.39
28 O -1.17 -0.25 0.44
29 O 0.06 -1.54 -0.81
30 O 0.05 0.56 -1.17
31 C -3.14 -3.19 4.08
32 C -3.10 -2.32 2.94
33 C -4.12 -1.16 3.15
34 O -1.85 -1.71 2.90
35 H -4.03 -3.82 3.98
36 H -3.03 -2.50 4.93
37 H -2.32 -3.79 4.05
38 H -3.22 -2.64 1.88
39 H -3.86 -0.43 3.77
40 H -5.08 -1.21 3.45
41 H -4.26 -0.78 2.05
42 H -1.70 -0.98 2.27
43 C -0.27 3.31 1.20
44 C -1.71 3.29 1.60
45 C -2.37 4.73 1.20
46 O -2.40 2.28 0.94
47 H 0.28 4.23 1.90
48 H -0.04 3.68 0.25
49 H 0.20 2.29 1.27
50 H -1.85 3.36 2.68
51 H -3.36 5.04 1.57
52 H -2.44 4.69 0.05
53 H -1.59 5.70 1.33
54 H -1.79 1.57 0.82
55 C 3.84 0.19 2.41
56 C 3.57 1.13 3.57
57 C 2.09 1.23 4.10
58 O 1.88 2.21 4.88
59 C 1.11 0.23 3.51
60 C 1.44 -0.58 2.32
61 C 2.78 -0.70 1.79
62 O 2.91 -1.36 0.73
63 H 4.75 -0.02 2.15
64 H 4.33 1.71 4.03
65 H 0.18 0.07 4.05
66 H 0.52 -1.34 1.79
67 C 3.42 3.26 -4.66
68 C 4.25 4.33 -4.04
69 C 3.91 4.53 -2.41
70 O 4.33 5.50 -1.83
71 C 2.96 3.60 -1.80
72 C 2.28 2.51 -2.60
73 C 2.41 2.42 -3.99
74 O 1.58 1.70 -4.63
75 H 3.53 3.22 -5.80
76 H 5.08 4.89 -4.50
77 H 2.73 3.62 -0.75
78 H 1.18 2.07 -2.27

Mulliken population analysis, charges in e, atoms 1 to 6:
1 C 0.085
2 C 0.450
3 O -0.407
4 N 0.208
5 H 0.435
6 H 0.047

No. 3
ORCA calculation (the ωB97M-V functional and the def2-TZVPD basis) on C24H40N5O6SSi2TeV as an isolated structure at a distorted geometry.

Charge: -1
HOMO-LUMO gap (alpha / beta) in eV: 5.4 / 5.5
Relative energy (zero: lowest compared OMol25 entry of this formula, charge and spin) in kcal per mole: 23.3
2S+1: 4
<S²>: 3.775
E in eV: -104848.5899

Positions of all 80 atoms, in Å:
1 V 0.95 -0.57 -0.81
2 C 1.22 1.86 -2.60
3 C 1.68 2.37 -1.24
4 N 2.14 1.26 -0.36
5 C 3.54 0.83 -0.60
6 C 3.62 -0.11 -1.78
7 C 4.68 -0.23 -2.65
8 C 4.64 -1.20 -3.64
9 C 3.53 -2.03 -3.73
10 C 2.49 -1.88 -2.84
11 C 1.25 -2.76 -2.77
12 N 0.11 -2.05 -2.16
13 C -0.75 -1.30 -3.14
14 C -0.02 -0.05 -3.61
15 N 0.26 0.77 -2.41
16 N 2.53 -0.90 -1.90
17 H 2.07 1.46 -3.16
18 H 0.80 2.68 -3.20
19 H 0.83 2.84 -0.74
20 H 2.46 3.12 -1.37
21 H 2.05 1.55 0.61
22 H 3.85 0.29 0.30
23 H 4.22 1.68 -0.74
24 H 5.54 0.42 -2.53
25 H 5.46 -1.30 -4.34
26 H 3.47 -2.81 -4.49
27 H 1.48 -3.61 -2.11
28 H 1.01 -3.15 -3.76
29 H -0.43 -2.70 -1.58
30 H -2.53 -1.76 -2.29
31 H -0.97 -1.91 -4.02
32 H -0.62 0.48 -4.35
33 H 0.94 -0.33 -4.05
34 H -0.64 1.16 -2.13
35 O 1.82 -5.07 3.94
36 C 1.50 -4.46 2.95
37 C 2.08 -3.15 2.45
38 O 3.04 -2.56 2.95
39 C 1.29 -2.77 1.32
40 C 0.26 -3.69 0.98
41 O -0.59 -3.61 0.08
42 C 0.38 -4.84 1.95
43 O -0.24 -5.88 1.96
44 O 1.49 -1.67 0.64
45 O -2.93 0.00 -4.70
46 S -2.91 0.34 -3.18
47 N -1.96 -0.92 -2.42
48 C 0.09 1.67 4.93
49 Si 0.45 1.33 3.13
50 C 0.29 2.97 2.25
51 C 2.22 0.78 2.97
52 C -0.78 0.02 2.61
53 Te -1.44 -0.32 0.59
54 C -2.57 1.48 0.37
55 Si -4.32 1.39 1.06
56 C -4.34 0.75 2.81
57 C -5.00 3.12 1.08
58 C -5.36 0.28 0.02
59 H 0.71 2.50 5.29
60 H 0.31 0.80 5.55
61 H -0.96 1.94 5.09
62 H 1.20 3.55 2.43
63 H -0.55 3.55 2.64
64 H 0.15 2.89 1.17
65 H 2.64 0.63 3.97
66 H 2.84 1.54 2.48
67 H 2.35 -0.18 2.45
68 H -1.69 0.14 3.20
69 H -0.35 -0.95 2.89
70 H -2.64 1.65 -0.71
71 H -2.01 2.28 0.82
72 H -3.86 1.42 3.52
73 H -3.86 -0.23 2.89
74 H -5.39 0.63 3.12
75 H -4.44 3.76 1.76
76 H -6.05 3.12 1.40
77 H -4.97 3.57 0.08
78 H -5.03 -0.76 0.11
79 H -5.31 0.53 -1.04
80 H -6.41 0.33 0.34

Mulliken population analysis, charges in e, atoms 1 to 6:
1 V 0.539
2 C -0.990
3 C -0.667
4 N 0.019
5 C -1.302
6 C 0.895